Entry from OMol25: 2 unconnected molecules or ions with the total composition C18H13Cl2NO in a non-equilibrium geometry (the ωB97M-V functional and the def2-TZVPD basis).

Computed properties:
**HOMO**: -0.2320 Ha
**Net charge**: 0
**Gap between HOMO and LUMO**: 3.41 eV
**Lowest unoccupied orbital energy**: -0.106 Ha
**ΔE to the lowest compared entry with this formula, charge and spin**: 67.4 kJ/mol

Each line ends with the Löwdin charge.
Cartesian coordinates (Å):
Cl: 3.504769 1.250575 5.046650  0.7450
C: 2.643100 0.671288 3.698080  -0.6555
C: 1.255748 0.894850 3.599467  -0.0714
C: 0.569468 0.470886 2.478122  0.0280
C: 1.238182 -0.217990 1.418311  -0.1662
C: 0.409620 -0.644037 0.358808  0.1133
C: 0.704998 -1.415285 -0.783208  -0.1619
C: -0.402391 -1.695003 -1.639276  0.0441
C: -0.248087 -2.430421 -2.793210  -0.0606
C: 1.024840 -2.919236 -3.145998  -0.6509
Cl: 1.231027 -3.784433 -4.597581  0.7453
C: 2.130805 -2.685105 -2.307235  -0.0800
C: 1.977138 -1.953974 -1.136731  0.0133
C: 2.646482 -0.412537 1.530113  0.0153
C: 3.326797 0.000513 2.666870  -0.0780
H: 0.731203 1.395245 4.403059  0.1135
H: -0.505466 0.636185 2.373949  0.1331
H: -0.649278 -0.401002 0.476551  0.0881
H: -1.390211 -1.324585 -1.335536  0.1042
H: -1.102731 -2.637749 -3.422571  0.1173
H: 3.100296 -3.086148 -2.570955  0.1084
H: 2.839804 -1.843375 -0.488059  0.0874
H: 3.217672 -0.892371 0.740917  0.0902
H: 4.390383 -0.187835 2.761046  0.1111
N: -1.807720 1.090215 -0.238219  0.0453
C: -3.097572 0.621443 -0.475086  -0.5362
O: -3.322928 -0.605398 -0.443819  -0.0896
C: -4.135871 1.595448 -0.794284  -0.0370
C: -3.822318 2.920930 -0.958465  -0.1268
C: -2.493494 3.339387 -0.773488  -0.1353
C: -1.550322 2.375094 -0.395408  -0.2130
H: -5.138215 1.189142 -0.909860  0.0966
H: -4.594601 3.633482 -1.230906  0.0937
H: -2.175811 4.369892 -0.905212  0.0759
H: -0.505316 2.681909 -0.206838  0.0935

Cartesian forces (eV/Å) of the 3 atoms listed first:
Cl 0.141 0.031 0.273
C -0.862 -0.304 -1.006
C 0.448 -0.055 0.054